1.
{"formula": "C4H6N2O2P", "method": "the ωB97M-V functional and the def2-TZVPD basis", "lumo_ev": 3.72, "molar_mass_g_mol": 145.08, "relative_energy_kcal_mol": 50.97, "charge": -1, "gap_ev": 7.7, "e_homo_ha": -0.14583, "symbols": ["C", "C", "C", "C", "N", "N", "O", "O", "P", "H", "H", "H", "H", "H", "H"], "positions_angstrom": [[-2.118, 0.306, 0.711], [-2.218, -0.089, -0.575], [-0.318, -0.764, 0.341], [1.910, 1.288, 0.356], [-0.963, -0.103, 1.267], [-1.097, -0.814, -0.851], [2.252, -1.883, 1.041], [1.597, -1.428, -1.421], [1.496, -1.082, 0.041], [-2.756, 1.092, 1.178], [-2.903, -0.014, -1.426], [1.538, 1.591, -0.690], [1.428, 1.880, 1.201], [2.886, 1.117, 0.556], [-0.735, -1.096, -1.727]], "mulliken_charge": [-0.47, -0.13, 0.18, -1.09, -0.56, -0.07, -0.69, -0.73, 0.76, 0.31, 0.37, 0.24, 0.23, 0.40, 0.24]}

=====

2.
{"formula": "C11H20N5O3", "method": "the ωB97M-V functional and the def2-TZVPD basis", "lumo_ev": -3.66, "molar_mass_g_mol": 270.31, "charge": 1, "gap_ev": 8.9, "e_homo_ha": -0.46140, "symbols": ["O", "O", "O", "N", "C", "C", "C", "C", "C", "N", "N", "N", "N", "C", "C", "C", "C", "C", "C", "H", "H", "H", "H", "H", "H", "H", "H", "H", "H", "H", "H", "H", "H", "H", "H", "H", "H", "H", "H"], "positions_angstrom": [[-4.672, -2.163, 1.795], [0.700, 3.877, -1.757], [1.139, -0.067, 1.297], [-3.925, -2.839, 2.504], [1.798, 3.371, -1.961], [1.887, 0.480, 0.497], [-1.562, -0.833, -0.376], [-1.070, 0.402, -0.691], [-2.891, 0.706, 0.522], [-2.702, -0.622, 0.377], [3.201, 0.236, 0.605], [2.145, 2.189, -1.442], [-1.905, 1.352, -0.133], [2.811, 4.067, -2.840], [4.349, 0.731, -0.158], [-2.828, -4.971, 2.965], [-3.584, -4.144, 1.930], [0.210, 0.691, -1.431], [1.252, 1.423, -0.558], [-1.109, -1.786, -0.623], [-3.699, 1.174, 1.079], [-3.283, -1.348, 0.792], [3.418, -0.387, 1.371], [3.061, 1.827, -1.653], [-1.775, 2.358, -0.203], [3.710, 4.283, -2.265], [2.383, 5.003, -3.199], [3.055, 3.436, -3.692], [5.265, 0.294, 0.248], [4.274, 0.437, -1.206], [4.430, 1.817, -0.067], [-2.570, -5.951, 2.552], [-3.445, -5.122, 3.857], [-1.904, -4.464, 3.260], [-4.497, -4.672, 1.631], [-2.969, -4.013, 1.034], [-0.052, 1.306, -2.295], [0.638, -0.239, -1.810], [0.719, 2.160, 0.043]], "mulliken_charge": [-0.40, -0.64, -0.68, -0.02, 0.68, 0.00, -0.63, 0.34, -0.27, 0.22, -0.14, -0.07, 0.05, -1.23, -1.01, -1.13, -0.04, -0.89, 0.47, 0.38, 0.41, 0.15, 0.30, 0.07, 0.30, 0.33, 0.34, 0.34, 0.34, 0.36, 0.33, 0.35, 0.32, 0.30, 0.36, 0.21, 0.39, 0.33, 0.48]}

=====

3.
{"formula": "C4H29O12", "method": "the ωB97M-V functional and the def2-TZVPD basis", "lumo_ev": [-0.20, -4.70], "molar_mass_g_mol": 269.26, "s_squared": 0.76, "multiplicity": 2, "charge": 0, "gap_ev": [10.0, 5.5], "e_homo_ha": [-0.37440, -0.37388], "symbols": ["C", "O", "C", "C", "C", "O", "H", "H", "H", "H", "H", "H", "H", "H", "H", "H", "H", "O", "H", "H", "O", "H", "H", "O", "H", "H", "O", "H", "H", "O", "H", "H", "O", "H", "H", "O", "H", "H", "O", "H", "H", "O", "H", "H", "O"], "positions_angstrom": [[1.237, -0.120, -0.447], [0.214, 0.676, -0.799], [2.348, 0.513, 0.419], [1.810, 0.745, 1.860], [2.907, 1.755, 2.394], [2.682, 1.838, 3.775], [0.985, -1.015, 0.212], [1.804, -0.455, -1.228], [-1.184, -0.189, -0.899], [2.553, 1.492, -0.114], [3.296, -0.027, 0.587], [0.724, 1.116, 1.945], [1.911, -0.096, 2.574], [2.644, 2.884, 2.183], [3.893, 1.444, 2.366], [-0.843, -3.354, -3.271], [-0.792, -1.852, -3.424], [-0.667, -2.628, -3.926], [0.744, -4.451, 0.045], [1.088, -2.433, -1.834], [0.390, -2.824, -1.318], [-1.735, 2.032, 0.034], [-0.617, 1.219, 0.292], [-1.497, 1.621, 0.730], [1.918, 1.427, 4.192], [-1.828, -0.663, 2.604], [-2.048, -1.690, 2.702], [-1.420, 3.258, -3.217], [-0.070, 2.693, -2.924], [-0.585, 3.588, -2.954], [-0.086, -2.007, -1.109], [-2.143, -1.134, -0.616], [-1.565, -1.063, -1.317], [0.219, 0.174, -2.506], [-1.100, -0.021, -3.081], [-0.156, -0.120, -3.316], [0.207, 3.395, 1.947], [0.027, 4.611, 1.289], [0.589, 4.218, 1.903], [-3.698, -1.349, 1.284], [-4.559, -1.326, 0.062], [-3.674, -1.096, 0.441], [-1.485, -1.954, 3.356], [-0.061, -3.841, 1.266], [0.044, -4.637, 0.658]], "mulliken_charge": [-0.44, -0.68, -1.03, -0.41, -0.48, -0.58, 0.30, 0.67, 0.44, 0.37, 0.46, 0.23, 0.36, 0.22, 0.43, 0.32, 0.40, -0.67, 0.31, 0.39, -0.55, 0.29, 0.35, -0.63, 0.30, 0.33, -0.64, 0.31, 0.34, -0.63, 0.28, 0.26, -0.53, 0.31, 0.39, -0.76, 0.31, 0.31, -0.59, 0.26, 0.26, -0.55, 0.28, 0.29, -0.61]}

=====

4.
{"formula": "FHN2O4S", "method": "the ωB97M-V functional and the def2-TZVPD basis", "lumo_ev": -3.97, "molar_mass_g_mol": 144.08, "relative_energy_kcal_mol": 17.00, "charge": 0, "gap_ev": 5.1, "e_homo_ha": -0.33202, "symbols": ["N", "N", "O", "O", "O", "O", "F", "S", "H"], "positions_angstrom": [[-0.988, 0.609, 0.157], [-0.108, 1.334, 0.202], [0.604, 2.217, 0.103], [2.227, 0.454, -0.414], [3.924, -1.122, -1.310], [4.179, -0.092, 0.869], [4.449, 1.309, -1.278], [3.633, 0.020, -0.453], [-1.146, -0.233, 0.583]], "mulliken_charge": [-0.22, 1.04, -0.16, -0.63, -0.59, -0.60, -0.36, 1.18, 0.34]}

=====

The evaluated electronic energy for the records listed, in turn: -757.43192; -930.38601; -1072.40837; -908.91774 Eh.